# 1
A cluster of 7 separate species, C21H43NO16S3 in total in a non-equilibrium geometry, computed with ωB97M-V/def2-TZVPD.

Each line ends with the Mulliken charge.
Atoms and positions in Å:
O (2.7388, -5.4353, -3.8075)  -0.49
S (2.0262, -6.4464, -3.1193)  1.10
O (1.7106, -7.6538, -3.7641)  -0.57
O (2.7453, -6.7697, -1.7409)  -0.37
C (2.5045, -5.6966, -0.8309)  -0.27
C (1.1572, -5.0739, -1.2762)  0.32
O (0.7285, -5.8196, -2.4266)  -0.37
H (2.4441, -6.1281, 0.1648)  0.34
H (3.3166, -4.9703, -0.8230)  0.24
H (1.2677, -4.0266, -1.5468)  -0.23
H (0.4412, -5.1921, -0.4690)  0.32
O (-1.8508, 2.1383, 4.4481)  -0.61
S (-2.5474, 1.4801, 3.4144)  1.14
O (-2.7009, 0.0749, 3.4955)  -0.61
O (-3.9195, 2.2259, 3.2162)  -0.40
C (-4.3144, 2.1760, 1.8364)  -0.42
C (-3.0082, 2.1433, 1.0346)  0.11
O (-1.9721, 1.7978, 1.9738)  -0.19
H (-4.9186, 1.2814, 1.6959)  0.30
H (-4.9223, 3.0449, 1.6074)  0.31
H (-2.7424, 3.0911, 0.5731)  0.39
H (-3.0123, 1.3591, 0.2782)  -0.12
O (0.8163, -1.7020, 5.9918)  -0.45
S (0.6657, -1.1095, 7.2662)  1.06
O (1.6670, -1.2444, 8.2463)  -0.57
O (0.2899, 0.4169, 7.0739)  -0.31
C (-1.0847, 0.6909, 7.4001)  0.00
C (-1.7463, -0.6853, 7.3850)  -0.31
O (-0.7264, -1.5585, 7.8937)  -0.35
H (-1.1094, 1.1281, 8.3971)  0.31
H (-1.4997, 1.3418, 6.6375)  0.06
H (-2.0078, -0.9605, 6.3606)  0.23
H (-2.5916, -0.7742, 8.0592)  0.34
C (0.6963, -1.0206, 2.9128)  -0.95
N (-0.1347, -0.8448, 1.7462)  0.17
C (0.2199, -1.3062, 0.5301)  0.16
C (-0.7800, -1.0123, -0.5647)  -0.30
O (1.2872, -1.8609, 0.3145)  -0.61
H (0.1853, -0.5261, 3.7438)  0.11
H (1.6535, -0.5046, 2.8588)  0.36
H (0.8129, -2.0551, 3.2313)  0.34
H (-1.0838, -0.5666, 1.9267)  0.15
H (-1.7981, -0.9349, -0.1787)  0.51
H (-0.7823, -1.7860, -1.3277)  0.30
H (-0.5207, -0.0549, -1.0141)  -0.22
C (0.6386, 4.2128, -0.0726)  -0.58
C (0.5512, 5.3189, -1.1309)  -0.61
C (0.4214, 4.5360, -2.4496)  -0.57
O (-0.1525, 3.2876, -2.0949)  -0.26
C (0.3249, 2.8992, -0.8130)  1.06
H (-0.0266, 4.4075, 0.7735)  0.14
H (1.6111, 4.1647, 0.4226)  0.46
H (1.4269, 5.9596, -1.1052)  0.28
H (-0.3859, 5.8611, -1.0194)  0.28
H (1.3932, 4.3172, -2.9128)  0.34
H (-0.2063, 5.0532, -3.1714)  0.31
H (1.2599, 2.3457, -0.9459)  -0.26
H (-0.4541, 2.3096, -0.3363)  -0.54
C (4.0320, -1.1583, -1.6170)  -0.62
C (3.6562, 0.2354, -2.1504)  0.04
C (3.5495, -0.0198, -3.6633)  -0.64
O (3.3429, -1.4118, -3.8379)  -0.46
C (3.1945, -1.9973, -2.5351)  0.67
H (3.7592, -1.2426, -0.5668)  0.29
H (5.1100, -1.2526, -1.7551)  0.38
H (4.3716, 1.0130, -1.8852)  0.53
H (2.6781, 0.5402, -1.7663)  -0.43
H (4.4762, 0.3009, -4.1514)  0.30
H (2.7208, 0.5276, -4.1218)  0.26
H (3.4278, -3.0616, -2.5267)  0.19
H (2.1195, -1.8885, -2.3417)  -0.58
C (-1.5257, 1.1275, -4.6769)  -0.27
C (-2.6494, 2.0620, -4.2191)  -0.66
C (-3.1649, 1.4153, -2.9120)  -0.07
O (-2.3405, 0.2723, -2.7035)  -0.28
C (-1.9036, -0.1657, -3.9762)  -0.57
H (-0.5739, 1.4915, -4.2872)  -0.01
H (-1.4533, 1.1059, -5.7628)  0.45
H (-3.4750, 2.0316, -4.9343)  0.32
H (-2.3489, 3.0984, -4.0826)  0.22
H (-4.1899, 1.0660, -3.0748)  0.42
H (-3.0640, 2.0704, -2.0492)  -0.14
H (-2.7108, -0.6846, -4.5084)  0.26
H (-1.0408, -0.8188, -3.8631)  0.37

Calculated values
relative energy (zero: lowest compared OMol25 entry of this formula, charge and spin): 0.0 kJ/mol
lowest unoccupied orbital energy: -0.04 eV
orbital gap: 0.3319 Ha
SMILES: O=S1(=O)OCCO1.O=S1(=O)OCCO1.O=S1(=O)OCCO1.CNC(C)=O.C1CCOC1.C1CCOC1.C1CCOC1
E_tot: -3279.01727 Eh

# 2
The ion C2H4NO3 with charge +1 in a non-equilibrium geometry, computed with ωB97M-V/def2-TZVPD.

Each line ends with the Mulliken charge.
Atoms and positions in Å:
C (-2.3228, -0.9539, -0.1078)  -0.04
N (-1.7612, 0.0438, 0.1183)  0.34
O (-0.9793, 0.8537, 0.6232)  -0.19
C (0.3129, 1.0217, -0.0692)  -0.04
O (0.8926, -0.0975, -0.4629)  -0.13
O (1.1845, -0.9359, 0.6488)  -0.33
H (-2.9340, -1.6061, -0.5655)  0.49
H (0.9471, 1.7300, 0.6824)  0.27
H (0.2935, 1.6775, -1.0914)  0.30
H (1.8779, -1.5616, 0.6115)  0.33

Calculated values
relative energy (zero: lowest compared OMol25 entry of this formula, charge and spin): 245.7 kJ/mol
net charge: +1
lowest unoccupied orbital energy: -5.13 eV
orbital gap: 0.3775 Ha
SMILES: C#[N+]OCOO
E_tot: -358.52640 Eh

# 3
A cluster of 6 separate species, ClH10O5 in total, computed with ωB97M-V/def2-TZVPD.

Each line ends with the Mulliken charge.
Atoms and positions in Å:
Cl (-0.0451, -4.8735, 0.5881)  -0.85
O (1.5372, -2.9262, -1.6788)  -0.61
H (1.6843, -3.6063, -2.3408)  0.28
H (1.2502, -3.4242, -0.8907)  0.28
O (1.2528, -7.9865, -0.0866)  -0.65
H (0.9549, -7.1312, 0.2719)  0.29
H (1.7507, -8.3849, 0.6338)  0.31
O (-1.8471, -7.8432, 0.5135)  -0.62
H (-0.9220, -7.7772, 0.2534)  0.35
H (-1.9584, -8.7607, 0.7801)  0.27
O (0.9373, -4.8131, 3.8565)  -0.65
H (0.4667, -4.6945, 3.0121)  0.31
H (1.4885, -4.0279, 3.9245)  0.30
O (1.2824, -1.8330, 1.7084)  -0.60
H (0.8810, -2.4674, 1.0902)  0.29
H (1.4502, -1.0515, 1.1732)  0.29

Calculated values
relative energy (zero: lowest compared OMol25 entry of this formula, charge and spin): 42.6 kJ/mol
net charge: -1
lowest unoccupied orbital energy: 3.61 eV
orbital gap: 0.3262 Ha
E_tot: -842.50052 Eh

# 4
A cluster of 2 separate species, C31H23BrN2O6S2 in total in a non-equilibrium geometry, computed with ωB97M-V/def2-TZVPD.

Each line ends with the Mulliken charge.
Atoms and positions in Å:
C (-5.1719, 2.9393, 0.8931)  -1.84
C (-4.6051, 1.8943, 1.8318)  1.52
C (-4.2896, 2.2885, 3.1313)  -1.09
C (-3.7859, 1.3435, 3.9711)  -0.33
C (-3.5424, 0.0296, 3.5721)  -0.22
C (-3.8400, -0.3790, 2.2883)  1.29
C (-3.5632, -1.8212, 1.8383)  -1.30
C (-2.5763, -1.7771, 0.6329)  -0.49
C (-1.2998, -2.6064, 0.8449)  -0.65
S (-0.5729, -2.8646, -0.8001)  -0.29
C (1.2284, -2.9734, -0.5412)  0.10
S (1.8499, -4.4597, -0.3262)  -0.19
N (2.0025, -1.7962, -0.5845)  0.26
C (1.2165, -0.6049, -0.9172)  -0.77
C (0.5074, 0.1332, 0.0163)  -0.01
C (-0.1910, 1.2627, -0.3230)  -0.67
C (-0.1850, 1.7063, -1.6411)  -0.60
C (0.5085, 0.9670, -2.5735)  -0.30
C (1.2117, -0.1758, -2.2284)  -0.24
C (2.7141, -1.5070, 0.6513)  0.23
C (3.6454, -0.4783, 0.5764)  -0.15
C (4.4023, -0.0957, 1.6557)  -0.61
C (4.2267, -0.7372, 2.8774)  -0.44
C (3.3029, -1.7507, 2.9479)  -0.83
C (2.5314, -2.1393, 1.8693)  -0.09
C (-4.3946, 0.5777, 1.4399)  0.06
Br (-4.9208, 0.1448, -0.3535)  -0.11
C (-2.9747, -0.7505, 4.7420)  0.32
O (-2.5108, -1.8665, 4.8136)  -0.59
N (-3.0754, 0.1512, 5.8236)  -0.17
C (-3.3903, 1.4565, 5.4296)  0.06
O (-3.3741, 2.4309, 6.1516)  -0.60
H (-5.0933, 3.9401, 1.3317)  0.35
H (-4.6404, 2.9393, -0.0656)  0.42
H (-6.2298, 2.7165, 0.6999)  0.36
H (-4.4545, 3.3109, 3.4611)  0.43
H (-3.1836, -2.3716, 2.7033)  0.63
H (-4.5510, -2.2311, 1.5835)  0.32
H (-3.1141, -2.1638, -0.2417)  0.46
H (-2.2788, -0.7399, 0.4398)  0.24
H (-1.5890, -3.5624, 1.3090)  0.67
H (-0.6125, -2.1216, 1.5491)  0.22
H (0.4900, -0.1560, 1.0692)  0.48
H (-0.7373, 1.8128, 0.4441)  0.47
H (-0.7281, 2.6126, -1.9008)  0.40
H (0.5246, 1.3025, -3.6131)  0.42
H (1.7843, -0.7538, -2.9616)  0.53
H (3.7764, 0.0453, -0.3696)  0.51
H (5.1060, 0.7186, 1.4940)  0.38
H (4.8188, -0.4133, 3.7307)  0.37
H (3.1819, -2.2677, 3.9005)  0.34
H (1.8123, -2.9490, 1.9409)  0.36
H (-2.3800, 0.0347, 6.5511)  0.30
C (4.8624, 0.0248, -5.4999)  -0.88
C (5.4063, 1.2559, -5.8636)  0.43
C (4.3570, 2.3218, -6.2674)  0.55
O (4.6685, 3.4882, -6.5437)  -0.76
C (2.9748, 1.9232, -6.3231)  -0.75
C (2.4419, 0.6888, -5.9761)  0.55
C (3.4765, -0.3375, -5.4718)  0.74
O (3.1407, -1.4562, -5.0436)  -0.83
O (1.2344, 0.3453, -6.0221)  -0.84
O (6.6154, 1.5710, -5.8867)  -0.80
H (5.5298, -0.7753, -5.1894)  0.33
H (2.3068, 2.7047, -6.6780)  0.31

Calculated values
net charge: -2
lowest unoccupied orbital energy: 1.95 eV
orbital gap: 0.0698 Ha
E_tot: -5126.46873 Eh

Number 1: E_HOMO -0.3332 Ha. Number 2: E_HOMO -0.5661 Ha. Number 3: E_HOMO -0.1935 Ha. Number 4: E_HOMO 0.0017 Ha.